P.
# C3H9NO3

A cluster of 2 separate species, C3H9NO3 in total (ωB97M-V with the def2-TZVPD basis set, the OMol25 dataset).

Each atom is followed by the atoms it is bonded to, with distances in Å.
CARTESIAN COORDINATES (ANGSTROEM)
1 O -2.434 1.070 -0.326  C5 1.215
2 O 2.033 -3.918 -0.213  H8 0.953, H15 0.936
3 O 1.151 1.482 1.364  C6 1.453, H10 0.969
4 N -0.620 0.058 0.475  C5 1.393, C6 1.438, H13 1.004
5 C -1.245 0.867 -0.471  O1 1.215, N4 1.393, C7 1.505
6 C 0.776 0.202 0.789  O3 1.453, N4 1.438, H9 1.091, H12 1.084
7 C -0.506 1.243 -1.727  C5 1.505, H11 1.093, H14 1.088, H16 1.084
8 H 1.156 -3.654 -0.477  O2 0.953
9 H 1.413 0.085 -0.089  C6 1.091
10 H 0.395 1.800 1.880  O3 0.969
11 H -0.345 2.323 -1.688  C7 1.093
12 H 1.099 -0.446 1.595  C6 1.084
13 H -1.137 -0.310 1.252  N4 1.004
14 H -1.130 0.987 -2.581  C7 1.088
15 H 2.092 -4.853 -0.198  O2 0.936
16 H 0.469 0.775 -1.800  C7 1.084

Summary:
- orbital gap (eV) = 10.6
- total charge = 0
- SMILES = CC(=O)NCO.O
- E_HOMO (eV) = -9.997

---

Q.
# C3H9NO3

A cluster of 2 separate species, C3H9NO3 in total (ωB97M-V with the def2-TZVPD basis set, the OMol25 dataset).

Each atom is followed by the atoms it is bonded to, with distances in Å.
CARTESIAN COORDINATES (ANGSTROEM)
1 O -0.450 -1.033 0.480  C5 1.213
2 O -3.418 -0.887 1.145  H11 0.953, H14 0.941
3 O -0.337 0.986 1.553  C5 1.389, H10 1.016
4 N 1.019 0.538 -0.221  C5 1.346, C7 1.428, H12 1.069
5 C 0.059 0.062 0.593  O1 1.213, O3 1.389, N4 1.346
6 C 2.593 0.332 -2.009  C7 1.554, H13 1.111, H15 1.081, H16 1.159
7 C 1.094 0.229 -1.613  N4 1.428, C6 1.554, H8 1.096, H9 1.142
8 H 0.818 -0.814 -1.808  C7 1.096
9 H 0.573 1.033 -2.235  C7 1.142
10 H -1.109 0.495 1.995  O3 1.016
11 H -2.543 -1.216 0.964  O2 0.953
12 H 1.483 1.399 0.209  N4 1.069
13 H 3.178 -0.032 -1.137  C6 1.111
14 H -3.728 -1.646 1.605  O2 0.941
15 H 2.626 1.278 -2.533  C6 1.081
16 H 2.739 -0.528 -2.772  C6 1.159

Summary:
- orbital gap (eV) = 10.7
- total charge = 0
- SMILES = CCNC(=O)O.O
- E_HOMO (eV) = -9.963

---

R.
# C3H9NO3

A cluster of 2 separate species, C3H9NO3 in total (ωB97M-V with the def2-TZVPD basis set, the OMol25 dataset).

Each atom is followed by the atoms it is bonded to, with distances in Å.
CARTESIAN COORDINATES (ANGSTROEM)
1 O -1.328 -2.314 4.309  H14 0.964, H16 0.966
2 O 0.183 2.288 -1.047  C7 1.195
3 O 0.387 1.290 -3.025  C7 1.337, H13 0.972
4 N 0.605 -1.493 0.830  C6 1.496, H11 1.015, H12 1.004
5 C 0.003 -0.099 -1.142  C6 1.532, C7 1.509, H9 1.091, H15 1.084
6 C 0.306 -0.104 0.360  N4 1.496, C5 1.532, H8 1.090, H10 1.087
7 C 0.189 1.290 -1.703  O2 1.195, O3 1.337, C5 1.509
8 H 1.197 0.473 0.608  C6 1.090
9 H 0.859 -0.669 -1.507  C5 1.091
10 H -0.466 0.282 1.020  C6 1.087
11 H -0.034 -1.737 1.580  N4 1.015
12 H 0.451 -2.202 0.136  N4 1.004
13 H 0.519 2.227 -3.248  O3 0.972
14 H -1.949 -2.354 5.046  O1 0.964
15 H -0.870 -0.695 -1.378  C5 1.084
16 H -0.468 -2.288 4.751  O1 0.966

Summary:
- orbital gap (eV) = 10.0
- total charge = 0
- SMILES = NCCC(=O)O.O
- E_HOMO (eV) = -9.214

---

Most stable structure, least stable structure: R, P.

---

P.
# C3H9NO3

A cluster of 2 separate species, C3H9NO3 in total (ωB97M-V with the def2-TZVPD basis set, the OMol25 dataset).

Each atom is followed by the atoms it is bonded to, with distances in Å.
CARTESIAN COORDINATES (ANGSTROEM)
1 O -1.671 1.481 2.536  C5 1.199
2 O 0.266 0.455 2.102  C5 1.369, H13 0.966
3 O 3.444 -2.187 -0.619  H10 0.957, H11 0.961
4 N -0.981 0.172 -1.881  C6 1.480, H8 1.004, H9 1.022
5 C -0.842 1.167 1.727  O1 1.199, O2 1.369, C7 1.497
6 C -1.077 -0.005 -0.414  N4 1.480, C7 1.535, H12 1.104, H16 1.096
7 C -0.823 1.359 0.243  C5 1.497, C6 1.535, H14 1.098, H15 1.099
8 H -1.474 -0.497 -2.444  N4 1.004
9 H -0.017 -0.051 -2.137  N4 1.022
10 H 3.256 -2.961 -0.089  O3 0.957
11 H 3.247 -2.367 -1.542  O3 0.961
12 H -0.367 -0.794 -0.109  C6 1.104
13 H 0.690 0.636 2.951  O2 0.966
14 H -1.631 2.067 0.011  C7 1.098
15 H 0.083 1.808 -0.186  C7 1.099
16 H -2.103 -0.284 -0.147  C6 1.096

Summary:
- orbital gap (eV) = 10.2
- total charge = 0
- SMILES = NCCC(=O)O.O
- E_HOMO (eV) = -9.686

---

Q.
# C3H9NO3

A cluster of 2 separate species, C3H9NO3 in total (ωB97M-V with the def2-TZVPD basis set, the OMol25 dataset).

Each atom is followed by the atoms it is bonded to, with distances in Å.
CARTESIAN COORDINATES (ANGSTROEM)
1 O -2.569 -1.536 -0.205  C6 1.195
2 O -1.836 0.380 -1.130  C6 1.361, H10 0.969
3 O 2.074 2.489 0.746  H12 0.965, H13 0.964
4 N 0.642 -0.822 -1.389  C7 1.446, H15 1.009, H16 1.011
5 C 0.167 -0.481 1.032  C7 1.535, H8 1.093, H9 1.086, H11 1.093
6 C -1.662 -0.835 -0.541  O1 1.195, O2 1.361, C7 1.519
7 C -0.208 -1.187 -0.278  N4 1.446, C5 1.535, C6 1.519, H14 1.092
8 H -0.594 -0.748 1.770  C5 1.093
9 H 1.172 -0.677 1.393  C5 1.086
10 H -2.658 0.325 -1.642  O2 0.969
11 H 0.025 0.594 0.889  C5 1.093
12 H 1.309 2.956 1.105  O3 0.965
13 H 2.652 2.427 1.515  O3 0.964
14 H -0.226 -2.269 -0.129  C7 1.092
15 H 1.522 -0.425 -1.096  N4 1.009
16 H 0.190 -0.192 -2.039  N4 1.011

Summary:
- orbital gap (eV) = 9.9
- total charge = 0
- SMILES = C[C@H](N)C(=O)O.O
- E_HOMO (eV) = -9.289

---

Most stable structure, least stable structure: Q, P.

---

P.
# C5H14NP

A cluster of 2 separate species, C5H14NP in total (ωB97M-V with the def2-TZVPD basis set, the OMol25 dataset).

Each atom is followed by the atoms it is bonded to, with distances in Å.
CARTESIAN COORDINATES (ANGSTROEM)
1 P -0.259 -0.031 -0.859  N2 1.579, C3 1.797, C5 1.906, C7 1.818
2 N 1.081 -0.624 -0.271  P1 1.579
3 C -0.469 1.694 -1.318  P1 1.797, H8 1.050, H10 1.062, H15 1.087
4 C 1.461 0.354 1.681  C6 1.469, H13 1.203, H16 1.042
5 C -1.861 -0.385 0.110  P1 1.906, H9 1.028, H11 1.136, H21 1.093
6 C 1.776 -0.680 2.677  C4 1.469, H12 1.146, H17 0.984, H20 1.101
7 C -0.477 -0.991 -2.388  P1 1.818, H14 1.139, H18 1.075, H19 1.107
8 H 0.438 2.137 -1.610  C3 1.050
9 H -1.833 -1.050 0.894  C5 1.028
10 H -0.615 2.111 -0.353  C3 1.062
11 H -2.585 -0.646 -0.725  C5 1.136
12 H 2.007 -0.112 3.645  C6 1.146
13 H 2.446 0.999 1.434  C4 1.203
14 H -1.602 -1.156 -2.328  C7 1.139
15 H -1.134 1.900 -2.152  C3 1.087
16 H 0.507 0.773 1.669  C4 1.042
17 H 2.456 -1.328 2.384  C6 0.984
18 H 0.204 -1.822 -2.391  C7 1.075
19 H -0.307 -0.459 -3.345  C7 1.107
20 H 0.901 -1.323 2.861  C6 1.101
21 H -2.134 0.638 0.383  C5 1.093

Summary:
- orbital gap (alpha / beta) (eV) = 8.6 / 8.6
- total charge = 0
- E_HOMO (alpha / beta) (eV) = -7.807 / -7.808

---

Q.
# C5H14NP

A cluster of 2 separate species, C5H14NP in total (ωB97M-V with the def2-TZVPD basis set, the OMol25 dataset).

Each atom is followed by the atoms it is bonded to, with distances in Å.
CARTESIAN COORDINATES (ANGSTROEM)
1 P 1.216 -0.687 0.386  N2 1.728, C3 1.698
2 N 0.595 0.010 1.841  P1 1.728, C4 1.430, C6 1.408
3 C 0.166 -1.799 -0.353  P1 1.698, C7 1.513, H15 1.048
4 C 1.108 1.236 2.371  N2 1.430, H16 1.039, H18 1.065, H19 0.998
5 C -0.846 2.382 -2.804  H11 1.025, H12 1.009, H17 1.041, H21 1.017
6 C -0.708 -0.403 2.177  N2 1.408, H8 1.095, H14 1.187, H20 1.188
7 C 0.492 -2.575 -1.611  C3 1.513, H9 1.026, H10 1.006, H13 1.047
8 H -1.480 -0.316 1.406  C6 1.095
9 H 1.507 -2.617 -1.749  C7 1.026
10 H 0.231 -2.007 -2.399  C7 1.006
11 H -1.580 2.551 -2.108  C5 1.025
12 H -0.013 2.349 -2.237  C5 1.009
13 H 0.089 -3.537 -1.523  C7 1.047
14 H -0.784 -1.553 2.459  C6 1.187
15 H -0.674 -2.145 0.169  C3 1.048
16 H 1.622 1.744 1.625  C4 1.039
17 H -0.899 1.354 -2.963  C5 1.041
18 H 1.754 1.113 3.208  C4 1.065
19 H 0.379 1.784 2.775  C4 0.998
20 H -1.279 0.220 3.012  C6 1.188
21 H -0.896 2.894 -3.681  C5 1.017

Summary:
- orbital gap (eV) = 8.9
- total charge = 0
- SMILES = C/C=P/N(C)C.C
- E_HOMO (eV) = -8.008

---

Most stable structure, least stable structure: Q, P.